Run A
Density functional theory data (ωB97M-V/def2-TZVPD) for a gas-phase ion, C3H8N3O (charge +1).

As for the spin multiplicity: 1. As for the HOMO energy: -13.3 eV. The calculation puts the HOMO-LUMO gap at 10.0 eV. As for the SMILES: NC1=C[C@@H](O)[NH2+]N1. As for the LUMO energy: -3.282 eV. The total charge is +1.

Element x y z (Å)
C  -0.04561  1.03383  -0.53815
C  -1.02503  0.23471  -0.01253
C  1.23366  0.23861  -0.38028
N  -0.65713  -1.15404  0.21605
N  -2.33021  0.51054  0.28213
N  0.79326  -1.17062  -0.07876
O  2.24203  0.38943  0.52164
H  -0.23366  2.06384  -0.80062
H  1.72186  0.29624  -1.33886
H  -0.75816  -1.32681  1.21536
H  -2.76292  1.41163  -0.08468
H  -2.90653  -0.22858  -0.02279
H  0.97076  -1.72270  -0.94213
H  1.46339  -1.39942  0.57022
H  2.29430  0.82335  1.39340

***

Run B
Density functional theory data (ωB97M-V/def2-TZVPD) for a gas-phase ion, C3H8N3O (charge +1).

As for the spin multiplicity: 1. As for the HOMO energy: -14.5 eV. The calculation puts the HOMO-LUMO gap at 8.7 eV. As for the SMILES: [H]/N=[N+]1/CCNCO1. As for the LUMO energy: -5.805 eV. The total charge is +1.

Element x y z (Å)
C  0.25598  0.11773  -1.35131
C  -0.36678  -1.08155  -0.48028
C  0.10876  1.41331  0.62786
N  -0.22396  1.34704  -0.72804
N  0.32970  -1.86959  1.51123
N  -0.03636  -0.88283  0.90766
O  -0.27499  0.32234  1.42984
H  1.30072  0.22453  -1.27359
H  0.03219  -0.15621  -2.41149
H  -1.38291  -0.95416  -0.57841
H  0.00490  -2.08851  -0.88988
H  1.17267  1.53409  0.54149
H  -0.19904  2.33832  1.16162
H  -1.23163  1.53471  -0.88789
H  0.51075  -1.79923  2.42120

***

Run C
Density functional theory data (ωB97M-V/def2-TZVPD) for a gas-phase ion, C3H8N3O (charge +1).

As for the spin multiplicity: 1. As for the HOMO energy: -14.7 eV. The calculation puts the HOMO-LUMO gap at 11.1 eV. As for the SMILES: [NH3+]N1CC=N[C@H]1O. As for the LUMO energy: -3.580 eV. The total charge is +1.

Element x y z (Å)
C  1.08762  1.53660  0.11276
C  -0.35748  1.21236  -0.14558
C  1.35078  -0.53851  -0.48262
N  1.91240  0.62283  -0.03209
N  -0.29382  -0.07771  -0.76038
N  -1.19287  -0.97301  -0.06182
O  1.37104  -1.66481  0.26264
H  1.45566  2.51317  0.35511
H  -0.77507  1.12276  0.87173
H  -0.85739  2.09859  -0.75889
H  1.69585  -0.70115  -1.51565
H  -0.75644  -0.99584  0.81415
H  -1.19593  -1.85215  -0.64642
H  -2.10157  -0.53809  -0.15981
H  2.31484  -1.93445  0.29216

***

Which is more stable than every other structure shown? run A is more stable than every other one.